Entry 1:
Formula: C38H35N10OSTl
Source: the Open Molecules 2025 dataset
Level of theory: ωB97M-V/def2-TZVPD

ORCA input file:
```
! wB97M-V def2-TZVPD RIJCOSX def2/J DEFGRID3
* xyz 2 1
Tl 1.3761 0.4642 0.8042
N 4.9504 -1.1780 3.7305
C 3.8271 -0.5299 3.4119
N 2.9274 -0.9929 2.6085
C 3.0970 -2.2288 2.0343
N 2.1365 -2.7312 1.3066
N 1.0616 -1.9972 1.1302
C -0.1328 -2.4492 1.0991
C -1.2641 -1.5420 1.1204
C -2.5595 -2.0296 0.9458
C -3.6232 -1.1630 1.1293
C -3.3640 0.1488 1.5028
C -2.0433 0.5605 1.6274
N -1.0281 -0.2611 1.4281
C 4.2966 -2.9839 2.3004
C 4.5379 -4.2583 1.7783
C 5.7132 -4.9135 2.0683
C 6.6727 -4.3077 2.8801
C 6.4362 -3.0714 3.4459
C 5.2452 -2.4079 3.1683
H 5.5950 -0.8006 4.4134
H 3.6556 0.4338 3.8759
H -0.3502 -3.5124 1.1789
H -2.7085 -3.0664 0.6829
H -4.6372 -1.5155 1.0201
H -4.1623 0.8468 1.7025
H -1.7966 1.5728 1.9195
H 3.7773 -4.7069 1.1620
H 5.9029 -5.8961 1.6648
H 7.6017 -4.8178 3.0797
H 7.1615 -2.6189 4.1040
S 2.1305 2.7188 2.0844
C 3.7359 2.2705 1.6452
C 4.8334 3.0480 2.0400
C 6.1007 2.6267 1.7017
C 6.2591 1.4326 0.9993
C 5.1238 0.7363 0.6316
N 3.8993 1.1435 0.9432
H 4.6687 3.9594 2.5904
H 6.9620 3.2188 1.9730
H 7.2368 1.0732 0.7229
H 5.1786 -0.1840 0.0631
C 4.1086 -0.4994 -5.2882
C 3.4272 -0.3589 -3.9754
C 3.0100 -1.4623 -3.2333
C 2.4046 -1.2747 -2.0048
N 2.1944 -0.0673 -1.4893
C 2.5704 1.0005 -2.1925
C 3.1830 0.9005 -3.4232
H 4.2293 -1.5417 -5.5677
H 5.0898 -0.0275 -5.2540
H 3.5378 0.0087 -6.0641
H 3.1594 -2.4613 -3.6123
H 2.0817 -2.1199 -1.4131
H 2.3712 1.9644 -1.7454
H 3.4739 1.7932 -3.9542
C -10.2461 1.6387 -0.1404
C -8.9362 1.1311 -0.6485
C -8.8518 0.2795 -1.7459
C -7.6307 -0.1788 -2.2015
C -6.4505 0.2050 -1.5690
N -5.2336 -0.3463 -2.0163
C -3.9432 0.0413 -1.8368
O -3.0149 -0.7385 -1.9220
N -3.7750 1.3925 -1.5743
C -2.6033 2.0422 -1.2540
C -2.6169 3.4307 -1.0806
C -1.4751 4.0663 -0.6365
C -0.3375 3.3146 -0.3724
N -0.3076 2.0009 -0.5643
C -1.3922 1.3805 -1.0123
C -6.5280 1.0422 -0.4590
C -7.7533 1.4983 -0.0147
H -11.0566 1.3932 -0.8213
H -10.2092 2.7199 -0.0122
H -10.4696 1.2030 0.8343
H -9.7558 -0.0297 -2.2487
H -7.5909 -0.8409 -3.0525
H -5.3157 -1.2514 -2.4591
H -4.5939 1.9768 -1.6914
H -3.5167 3.9915 -1.2867
H -1.4752 5.1310 -0.4705
H 0.5584 3.7814 0.0109
H -1.3184 0.3197 -1.1887
H -5.6374 1.3154 0.0840
H -7.7954 2.1453 0.8489
*
```

As for the LUMO energy: -6.6 eV. Its gap between HOMO and LUMO is 5.6 eV.

Entry 2:
Formula: C2H6N4S
Source: the Open Molecules 2025 dataset
Level of theory: ωB97M-V/def2-TZVPD

ORCA input file:
```
! wB97M-V def2-TZVPD RIJCOSX def2/J DEFGRID3
* xyz 0 1
H -1.3615 -0.8890 0.6426
N -0.7793 -1.2367 -0.0864
C 0.1332 -0.4238 -0.4633
N 1.1025 -0.7797 -1.3770
N 1.1670 -2.1836 -1.6122
S 0.3054 1.2757 -0.0161
N -0.7941 1.2841 1.3452
C -1.0048 2.4544 1.8670
H 2.0302 -0.4553 -1.1699
H 0.5182 -2.5806 -0.9047
H 0.8022 -2.3459 -2.5416
H -0.5285 3.3749 1.5367
H -1.5904 2.5056 2.7797
*
```

As for the LUMO energy: 0.6 eV. The relative energy (zero: lowest compared OMol25 entry of this formula, charge and spin) comes out at 47.6 kcal/mol. Its gap between HOMO and LUMO is 9.8 eV.

Entry 3:
Formula: C22H24Cl5N3O3PV
Source: the Open Molecules 2025 dataset
Level of theory: ωB97M-V/def2-TZVPD

ORCA input file:
```
! wB97M-V def2-TZVPD RIJCOSX def2/J DEFGRID3
* xyz 1 2
V 0.1604 -0.1555 0.0999
N -0.4844 -2.9227 1.4644
C -1.5297 -2.3866 0.7488
C -2.7339 -3.0952 0.6728
C -3.7904 -2.5552 -0.0319
C -3.6326 -1.3058 -0.6359
C -2.4215 -0.6688 -0.5044
N -1.3784 -1.1954 0.1561
C 0.8353 -2.5454 1.5556
C 1.6977 -3.3807 2.2805
C 3.0433 -3.0903 2.3437
C 3.5013 -1.9520 1.6819
C 2.5898 -1.1469 1.0409
N 1.2736 -1.4173 0.9673
H -0.6860 -3.8248 1.8799
H -2.8174 -4.0645 1.1390
H -4.7205 -3.0900 -0.1214
H -4.4325 -0.8516 -1.1989
H -2.2407 0.3113 -0.9478
H 1.3014 -4.2591 2.7658
H 3.7245 -3.7319 2.8794
H 4.5486 -1.7018 1.6647
H 2.9232 -0.2379 0.5548
Cl 1.7979 1.5920 -0.8498
C 1.7701 0.3040 -2.0043
C 0.8671 -0.6874 -1.6549
C 0.8306 -1.7969 -2.4846
Cl -0.2172 -3.0704 -2.0222
C 1.6462 -1.9196 -3.6075
Cl 1.5947 -3.3378 -4.5720
C 2.5390 -0.8885 -3.9201
Cl 3.5792 -1.0374 -5.2720
C 2.6087 0.2485 -3.1044
Cl 3.7164 1.5156 -3.4393
C -3.3586 2.4135 4.5938
C -2.7684 1.3504 3.6837
O -1.3981 1.6604 3.4290
P -0.6195 1.0192 2.1499
O 0.8960 1.2201 2.6896
C 1.2694 0.5976 3.9210
C 1.3220 1.6203 5.0433
O -0.6479 2.1850 1.0360
C -0.3238 3.5544 1.3635
C -1.5709 4.4172 1.3645
H -4.3552 2.1112 4.9037
H -3.4257 3.3704 4.0822
H -2.7349 2.5339 5.4759
H -3.3174 1.2981 2.7378
H -2.8188 0.3691 4.1672
H 2.2561 0.1524 3.7593
H 0.5588 -0.2025 4.1642
H 2.0741 2.3739 4.8232
H 1.5747 1.1272 5.9776
H 0.3588 2.1123 5.1491
H 0.3833 3.8905 0.5991
H 0.1677 3.5811 2.3394
H -2.0983 4.3236 0.4184
H -1.2863 5.4553 1.5106
H -2.2380 4.1165 2.1679
*
```

As for the LUMO energy (spin up / spin down): -3.0 / -3.0 eV. The relative energy (zero: lowest compared OMol25 entry of this formula, charge and spin) comes out at 27.6 kcal/mol. Its gap between HOMO and LUMO (spin up / spin down) is 6.8 / 6.0 eV.

Entry 4:
Formula: C5H14NO
Source: the Open Molecules 2025 dataset
Level of theory: ωB97M-V/def2-TZVPD

ORCA input file:
```
! wB97M-V def2-TZVPD RIJCOSX def2/J DEFGRID3
* xyz 1 1
C -0.5999 1.4192 0.0465
C -0.7712 0.4205 -1.0460
C -1.6319 -0.7173 -0.7280
C 0.3023 -2.4175 -0.3958
C -0.9567 -1.9416 -0.0608
N 0.2603 0.6926 1.0758
H -0.0311 2.3610 -0.1042
H -1.5566 1.5563 0.5160
H 0.1968 -0.0452 -1.3578
H -1.1611 1.0638 -1.9657
H -2.6198 -0.5013 -0.1401
H -1.8575 -1.1432 -1.7399
H 0.9548 -1.6176 -0.8129
H 0.4818 -3.4737 -0.6097
H -1.7107 -2.5670 0.4607
H -0.1959 0.4857 1.9743
H 1.2530 1.1414 1.2121
H 0.0915 -0.2636 0.7513
H 3.1296 2.4462 1.5805
H 3.4951 1.4658 0.2318
O 2.9273 1.6354 1.1121
*
```

As for the LUMO energy: -3.1 eV. The relative energy (zero: lowest compared OMol25 entry of this formula, charge and spin) comes out at 70.3 kcal/mol. Its gap between HOMO and LUMO is 10.0 eV.

Entry 5:
Formula: C17H20IN8OPdSbSe4
Source: the Open Molecules 2025 dataset
Level of theory: ωB97M-V/def2-TZVPD

ORCA input file:
```
! wB97M-V def2-TZVPD RIJCOSX def2/J DEFGRID3
* xyz -2 1
Pd -1.4027 -1.9829 0.8054
N -3.3714 -1.2057 3.2670
C -2.8431 -2.2688 2.6849
O -3.2602 -2.7416 1.5918
C -1.6747 -2.9653 3.3616
C -0.6711 -3.2635 2.2429
H -3.9448 -0.5516 2.7135
H -2.8041 -0.7303 3.9518
H -2.0464 -3.8680 3.8606
H -1.2420 -2.3050 4.1111
H -0.7193 -4.2991 1.9048
H 0.3508 -3.0147 2.5285
I 1.8390 2.5408 6.2494
C 0.7215 1.5967 4.7900
C -0.0091 2.1928 3.7795
N -0.5436 1.1886 3.0816
N -0.2174 -0.0200 3.5546
C 0.5548 0.2166 4.6125
H -0.1787 3.2159 3.4893
H -1.1743 1.2980 2.2757
H 0.9727 -0.5962 5.1856
C 0.0631 -2.5586 -2.1284
C 0.7949 -1.7108 -1.1511
N 0.4547 -1.5045 0.1024
C 1.3992 -0.6767 0.6631
C 2.3397 -0.3867 -0.2671
N 1.9469 -1.0418 -1.4185
C 2.6186 -0.9804 -2.6898
N 2.6652 0.3548 -3.2258
N 3.8222 0.8107 -3.7555
N 3.6112 1.9395 -4.3191
C 2.2802 2.2655 -4.1643
C 1.5627 3.3943 -4.5813
C 0.2275 3.4344 -4.2662
C -0.4019 2.3949 -3.5455
C 0.2848 1.2803 -3.1268
C 1.6436 1.2403 -3.4630
H -0.9491 -2.7092 -1.7595
H 0.5550 -3.5275 -2.2520
H -0.0217 -2.0706 -3.0994
H 1.2972 -0.3251 1.6740
H 3.1973 0.2619 -0.2453
H 2.0958 -1.6439 -3.3768
H 3.6531 -1.3064 -2.5991
H 2.0543 4.1983 -5.1138
H -0.3672 4.2940 -4.5477
H -1.4503 2.4965 -3.2805
H -0.2267 0.5342 -2.5264
Se -3.8942 1.9417 1.8650
Sb -2.7295 1.9319 -0.3134
Se -2.4381 -0.5361 -1.0253
Se -0.4830 2.8471 0.0822
Se -3.9415 2.9213 -2.1870
*
```

As for the LUMO energy: 3.4 eV. The relative energy (zero: lowest compared OMol25 entry of this formula, charge and spin) comes out at 4.4 kcal/mol. Its gap between HOMO and LUMO is 4.7 eV.

Entry 6:
Formula: C5H5IS
Source: the Open Molecules 2025 dataset
Level of theory: ωB97M-V/def2-TZVPD

ORCA input file:
```
! wB97M-V def2-TZVPD RIJCOSX def2/J DEFGRID3
* xyz 0 1
I -2.9197 -2.3856 -0.7026
S -0.5640 -2.3514 -0.3291
C -0.1864 -0.1894 -0.7700
C -0.9433 0.4827 0.3475
C 0.0231 1.0581 1.0934
C 1.3856 0.8354 0.5407
C 1.2480 0.0194 -0.5292
H -0.3631 -0.2885 -1.8904
H -2.0347 0.5381 0.5368
H -0.0844 1.6595 2.0695
H 2.3824 0.9574 0.9423
H 2.0566 -0.3357 -1.3088
*
```

As for the LUMO energy: -0.9 eV. Its gap between HOMO and LUMO is 7.7 eV.

| no. | DFT total energy (eV) |
| --- | --- |
| 1 | -72439.80722 |
| 2 | -18964.98027 |
| 3 | -131399.69549 |
| 4 | -8940.95984 |
| 5 | -311428.78409 |
| 6 | -24199.59637 |